[1]
Below is C9H21Cl3IrO3P2 as an isolated structure, with properties calculated with wB97M-V/def2-TZVPD.

Output
highest occupied orbital energy (spin up / spin down): -0.2897 / -0.4746 Ha
net charge: +1
HOMO-LUMO gap (spin up / spin down): 4.90 / 6.26 eV
multiplicity: 5

Last column: Mulliken charge in e.
Element x y z (Å)
Ir  0.1517  -0.2056  0.1334  0.87
H  1.3472  -1.2788  -0.6373  0.04
H  0.5330  -1.6363  -0.8539  0.09
P  1.4071  1.3951  -0.9502  0.89
P  -2.0188  -1.0646  0.1311  0.82
C  -2.7589  -0.9115  1.8020  -1.18
H  -3.7346  -1.4055  1.8274  0.50
H  -2.1108  -1.3489  2.5695  0.18
H  -2.9012  0.1486  2.0266  0.36
C  -3.3340  -0.4471  -0.9839  -1.16
H  -2.9964  -0.5297  -2.0261  0.38
H  -4.2639  -1.0206  -0.8591  0.42
H  -3.5315  0.6115  -0.7580  0.37
C  -1.8826  -2.8785  -0.0769  -1.18
H  -1.2185  -3.3055  0.6832  0.16
H  -2.8593  -3.3681  -0.0061  0.45
H  -1.4637  -3.0763  -1.0661  0.40
C  0.6636  2.6116  -2.1236  -1.21
H  1.4222  3.2752  -2.5612  0.42
H  0.1635  2.0655  -2.9330  0.39
H  -0.0822  3.2242  -1.6002  0.36
C  2.2124  2.4847  0.3055  -1.33
H  2.7644  1.8606  1.0184  0.40
H  2.9066  3.1995  -0.1562  0.43
H  1.4349  3.0373  0.8446  0.37
C  2.8645  0.7039  -1.8366  -1.34
H  2.4927  0.0919  -2.6632  0.39
H  3.5390  1.4672  -2.2452  0.43
H  3.4261  0.0755  -1.1379  0.42
C  0.2296  0.6272  1.8401  -0.05
O  0.3228  1.1145  2.8895  -0.44
H  -0.5794  0.1732  -1.2801  -0.04
Cl  2.5907  -3.5897  4.3591  -0.13
C  1.0555  -3.0832  3.6502  0.56
Cl  0.2652  -4.5104  2.8808  -0.17
Cl  -0.0465  -2.4477  4.9164  -0.13
C  1.3402  -1.9264  2.5624  0.08
O  2.4845  -1.5628  2.3149  -0.35
O  0.2296  -1.4843  2.0602  -0.48


[2]
Below is C9H21ClFeI2N2O2P as an isolated structure, with properties calculated with wB97M-V/def2-TZVPD.

Output
highest occupied orbital energy (spin up / spin down): -0.4987 / -0.4987 Ha
net charge: +2
HOMO-LUMO gap (spin up / spin down): 3.48 / 3.17 eV
multiplicity: 6

Last column: Mulliken charge in e.
Element x y z (Å)
I  2.2173  -3.9343  -2.4893  0.35
I  -0.7397  -2.9589  -1.3457  0.08
Fe  0.3029  -0.7741  -1.6253  0.41
P  -0.0624  0.4843  -3.5141  1.14
C  -1.6413  0.7633  -4.3146  -1.14
C  0.8097  2.0683  -3.5409  -1.06
H  1.8583  -0.8637  -4.0279  0.34
H  0.8903  -0.4420  -5.4908  0.45
H  0.3375  -1.7312  -4.3421  0.33
C  0.8488  -0.7651  -4.4476  -1.12
H  1.7658  1.9661  -3.0128  0.36
H  0.9800  2.3743  -4.5808  0.43
H  -1.4764  1.0544  -5.3575  0.43
H  -2.1896  1.5579  -3.7962  0.42
H  0.2038  2.8249  -3.0225  0.38
H  -2.2573  -0.1399  -4.2796  0.40
C  -1.5493  -0.0925  -1.3106  0.41
O  -2.7102  -0.0044  -1.3239  -0.17
Cl  2.3494  -0.0775  -1.3175  -0.39
C  -2.3417  0.0893  2.1519  -0.60
N  -1.2193  0.0265  3.0514  0.05
C  -1.4905  0.0801  4.4679  -1.07
C  -0.0182  -0.0929  2.4106  0.43
O  -0.0302  -0.1176  1.1622  -0.61
N  1.1990  -0.1606  3.0279  0.08
C  1.5304  -0.1678  4.4318  -0.97
C  2.3229  -0.2454  2.1302  -0.83
H  -3.2493  0.1856  2.7492  0.31
H  -2.4009  -0.8179  1.5315  0.15
H  -2.2468  0.9586  1.4854  0.17
H  -1.1992  -0.8485  4.9667  0.38
H  -0.9929  0.9351  4.9332  0.41
H  -2.5689  0.1951  4.5787  0.29
H  2.1755  -1.0321  4.6434  0.36
H  2.1125  0.7300  4.6873  0.34
H  0.6368  -0.2189  5.0490  0.31
H  2.2457  -1.1354  1.4937  0.16
H  2.3572  0.6265  1.4657  0.22
H  3.2404  -0.2996  2.7220  0.38


[3]
Below is C9H21ClI2N2OOsPS as an isolated structure, with properties calculated with wB97M-V/def2-TZVPD.

Output
highest occupied orbital energy (spin up / spin down): -0.7093 / -0.7098 Ha
net charge: +3
HOMO-LUMO gap (spin up / spin down): 6.52 / 4.70 eV
multiplicity: 5

Last column: Mulliken charge in e.
Element x y z (Å)
I  1.8850  -3.9609  -1.4523  0.58
I  -0.7306  -4.0670  -0.7715  0.42
Os  0.0532  -0.1858  0.0277  0.92
P  0.0492  0.4290  -2.1694  0.42
C  -1.5300  0.6876  -3.0144  -1.25
C  0.8721  2.0129  -2.4874  -1.11
H  1.9202  -0.9277  -2.7714  0.39
H  0.9214  -0.4057  -4.1815  0.43
H  0.3957  -1.7548  -3.0979  0.22
C  0.9100  -0.7950  -3.1603  -0.94
H  1.8732  2.0116  -2.0579  0.41
H  0.9148  2.1472  -3.5703  0.45
H  -1.3182  0.9559  -4.0528  0.45
H  -2.0725  1.4960  -2.5199  0.43
H  0.2877  2.8157  -2.0347  0.41
H  -2.1178  -0.2291  -2.9688  0.41
C  -1.8066  -0.0992  -0.0045  0.37
O  -2.9806  0.0606  0.0061  -0.39
Cl  2.3855  0.1630  -0.3093  -0.39
C  1.2447  2.5078  4.0971  -1.08
C  -0.1449  1.9439  4.2084  -0.55
N  -0.4943  0.7989  3.3024  -0.05
C  0.2947  -0.2834  3.1546  0.41
S  0.1925  -1.4421  1.8390  -0.25
N  1.1769  -0.5971  4.1291  -0.13
C  0.8818  -0.4989  5.5880  -0.56
C  -0.4448  -1.0145  6.0709  -1.08
H  2.0596  1.8119  4.3454  0.32
H  1.2969  3.3053  4.8362  0.40
H  1.4197  2.9389  3.1081  0.34
H  -0.3563  1.6365  5.2370  0.16
H  -0.8948  2.7031  3.9601  0.49
H  -1.0454  1.0726  2.4736  0.27
H  1.7929  -1.3877  3.8967  0.35
H  1.6996  -1.0816  6.0083  0.52
H  1.0504  0.5298  5.9202  0.19
H  -0.5530  -2.0779  5.8529  0.34
H  -0.4353  -0.8780  7.1544  0.40
H  -1.3171  -0.4740  5.6828  0.29


[4]
Below is C9H21ClI2N2OPSYb as an isolated structure, with properties calculated with wB97M-V/def2-TZVPD.

Output
highest occupied orbital energy (spin up / spin down): -0.4892 / -0.4892 Ha
net charge: +2
HOMO-LUMO gap (spin up / spin down): 5.56 / 4.45 eV
multiplicity: 2

Last column: Mulliken charge in e.
Element x y z (Å)
I  6.4551  1.1402  -1.9274  0.00
I  6.1791  -1.5344  -1.8673  -0.02
Yb  -0.7446  -0.4380  0.1055  1.17
P  -0.7629  0.0625  -2.6234  0.52
C  0.4031  0.0621  -4.0319  -0.99
C  -1.8987  -1.3833  -2.9184  -1.08
H  -2.6750  1.4204  -2.0657  0.33
H  -2.4743  1.4941  -3.8364  0.38
H  -1.3554  2.4035  -2.7564  0.34
C  -1.9281  1.4714  -2.8806  -0.99
H  -2.6555  -1.3759  -2.1063  0.43
H  -2.4500  -1.3770  -3.8735  0.36
H  -0.0140  0.0676  -5.0441  0.39
H  1.0418  -0.8264  -3.9271  0.34
H  -1.3131  -2.3142  -2.8311  0.38
H  1.0463  0.9453  -3.9160  0.35
C  1.8479  -0.0059  -0.8021  0.10
O  2.9923  -0.0163  -0.8907  -0.06
Cl  -3.1842  -0.0843  -0.0899  -0.42
C  -2.2978  0.2214  3.9163  -0.84
N  -1.0792  0.1020  4.7204  0.08
C  -1.2381  0.1821  6.1628  -1.11
C  0.1072  0.0754  4.0474  0.63
S  0.1066  0.3045  2.3490  -0.61
N  1.3473  -0.0874  4.5809  0.09
C  1.7250  -0.1553  5.9796  -0.97
C  2.4831  -0.1714  3.6324  -1.12
H  -3.1896  0.3434  4.5308  0.34
H  -2.4074  -0.6806  3.3023  0.25
H  -2.2091  1.0919  3.2551  0.36
H  -0.9409  -0.7630  6.6364  0.39
H  -0.6973  1.0436  6.5752  0.43
H  -2.3040  0.3309  6.4029  0.36
H  2.2802  -1.0934  6.1317  0.38
H  2.3836  0.6973  6.2103  0.37
H  0.9145  -0.1411  6.6896  0.33
H  2.3502  -1.0457  2.9929  0.36
H  2.4999  0.7161  2.9975  0.39
H  3.4516  -0.2486  4.1170  0.36


[5]
Below is C9H21ClNOP as an isolated structure, with properties calculated with wB97M-V/def2-TZVPD.

Output
highest occupied orbital energy: -0.3127 Ha
HOMO-LUMO gap: 9.27 eV

Last column: Mulliken charge in e.
Element x y z (Å)
C  -0.1846  2.1269  0.8545  -1.34
C  1.9375  0.7992  0.9448  -2.20
C  2.0329  -1.7000  -0.9859  -1.73
C  0.5771  -2.3433  1.0287  -1.53
C  -0.1377  0.6036  -1.5869  -1.76
C  0.4578  0.7450  0.9805  0.52
C  0.5303  -1.5857  -0.3702  0.10
C  -2.5721  -0.9212  -0.6144  -0.36
C  -0.1196  -0.1607  -0.1726  1.01
N  -1.5263  -0.5476  0.1778  0.01
O  -3.5314  0.6378  -1.1197  -0.45
P  -4.0524  1.2803  0.2222  0.02
Cl  -3.8042  -1.6176  0.3553  -0.11
H  -0.4108  2.6211  1.7573  0.35
H  0.6239  2.8245  0.3932  0.36
H  -1.0450  2.2362  0.1298  0.22
H  2.1534  1.2020  0.0264  0.57
H  2.2978  1.4813  1.7523  0.42
H  2.3086  -0.2068  1.0171  0.40
H  2.0110  -1.5641  -2.0288  0.41
H  2.4729  -2.6224  -0.7041  0.44
H  2.5313  -0.9483  -0.5426  0.50
H  0.9508  -1.8312  1.9211  0.27
H  -0.5302  -2.5276  1.1786  0.29
H  1.0289  -3.2560  1.0360  0.59
H  0.2496  -0.1426  -2.3273  0.44
H  0.4935  1.4965  -1.5944  0.34
H  -1.1270  0.8884  -1.9078  0.40
H  0.0381  0.2934  1.9124  0.67
H  -0.2723  -2.0452  -1.1024  0.30
H  -2.4915  -1.4365  -1.6236  0.35
H  -1.8434  -0.1143  1.0878  0.48
H  -4.1936  2.5444  -0.4227  0.02
H  -5.3518  1.0869  -0.2688  0.00


[6]
Below is C9H21F5OP2Pt as an isolated structure, with properties calculated with wB97M-V/def2-TZVPD.

Output
highest occupied orbital energy (spin up / spin down): -0.1457 / -0.2876 Ha
HOMO-LUMO gap (spin up / spin down): 4.32 / 6.48 eV
multiplicity: 3

Last column: Mulliken charge in e.
Element x y z (Å)
Pt  0.1138  0.3525  -0.0823  1.18
H  0.5780  -1.3052  -0.0594  0.35
H  -0.5382  -1.4611  -0.0626  -1.44
P  1.7452  0.6260  1.5097  0.85
P  -1.2886  0.3292  -1.9152  0.75
C  -3.0682  0.5612  -1.5955  -1.24
H  -3.6336  0.6088  -2.5414  0.45
H  -3.4608  -0.2604  -0.9785  0.28
H  -3.2532  1.5106  -1.0732  0.32
C  -0.7603  1.6193  -3.0769  -1.16
H  0.2765  1.4198  -3.3840  0.36
H  -1.4059  1.6874  -3.9699  0.40
H  -0.7598  2.5836  -2.5547  0.38
C  -1.2584  -1.2245  -2.8681  -1.21
H  -1.6190  -2.0564  -2.2593  0.24
H  -1.8829  -1.1290  -3.7746  0.42
H  -0.2315  -1.4484  -3.1867  0.33
C  2.6910  2.0985  1.0137  -1.26
H  3.5084  2.3205  1.7071  0.39
H  3.0982  1.9389  0.0110  0.35
H  2.0186  2.9598  0.9634  0.35
C  1.1751  0.8270  3.2192  -1.22
H  0.6805  -0.0969  3.5465  0.35
H  2.0190  1.0382  3.8937  0.42
H  0.4430  1.6415  3.2914  0.34
C  2.8530  -0.8031  1.4822  -1.23
H  3.2011  -0.9678  0.4520  0.38
H  3.7120  -0.6406  2.1629  0.40
H  2.2780  -1.6849  1.8095  0.32
C  -1.4253  0.3591  1.0930  -0.04
O  -2.2492  0.3116  1.9207  -0.43
H  0.0515  1.9836  -0.3121  -0.23
F  -2.8273  -2.3200  -0.5287  -0.34
C  -1.6633  -2.3972  0.2256  0.67
F  -2.0031  -2.1433  1.5147  -0.32
C  -1.1555  -3.8433  0.2547  0.61
F  -2.0562  -4.8442  0.4876  -0.28
F  -0.5140  -4.1732  -0.9117  -0.26
F  -0.2560  -3.8484  1.2970  -0.25